No. 1
66
Properties=species:S:1:pos:R:3:forces:R:3 method="wB97M-V/def2-TZVPD" smiles="COCCN1C(=O)C(=O)/C(=C(/O)c2ccc(S(=O)(=O)N3CCCCC3)cc2)[C@H]1c1ccc(OC)cc1" homo_lumo_gap_ev=8.45 e_homo_ev=-8.8939 multiplicity=1 charge=0
C 4.727189 3.625309 -3.489597 0.082 -0.035 -0.021
O 3.331117 3.487836 -3.592185 -0.168 0.047 0.158
C 2.896758 2.738412 -4.705859 -0.013 -0.291 -0.155
C 2.995898 1.217000 -4.515152 0.033 0.382 -0.193
N 1.975371 0.712050 -3.635896 -0.002 0.097 0.199
C 0.987137 -0.112555 -4.052716 0.064 -0.120 -0.663
O 0.854106 -0.534279 -5.179173 -0.188 -0.116 0.045
C 0.093436 -0.381696 -2.842173 -0.527 -0.257 0.470
O -0.881107 -1.097658 -2.844564 0.315 0.096 -0.400
C 0.683496 0.367973 -1.738983 0.135 0.225 0.267
C 0.305765 0.340584 -0.437954 0.101 0.050 -0.478
O 1.026990 0.910827 0.543309 -0.161 0.043 0.020
C -0.910423 -0.322398 0.062331 -0.206 0.001 0.232
C -2.147535 -0.132406 -0.548069 0.217 -0.016 0.164
C -3.270597 -0.754191 -0.031748 -0.205 -0.035 -0.026
C -3.152742 -1.553773 1.088543 -0.415 -0.110 0.089
S -4.592240 -2.351558 1.798565 0.419 0.332 0.252
O -5.739154 -2.033524 0.992593 0.154 0.218 -0.045
O -4.296033 -3.732328 2.039950 0.153 -0.047 0.169
N -4.611363 -1.579734 3.289660 0.217 -0.559 -0.880
C -5.130396 -2.360354 4.394716 -0.265 -0.657 0.159
C -6.657791 -2.371636 4.414924 0.140 0.187 0.221
C -7.181944 -0.937954 4.455822 -0.079 -0.113 -0.236
C -6.643005 -0.164310 3.254758 0.084 0.057 0.193
C -5.115104 -0.223258 3.240757 -0.282 0.520 -0.283
C -1.934430 -1.742904 1.711763 0.136 -0.090 0.046
C -0.810825 -1.120991 1.201895 -0.075 -0.004 -0.071
C 1.928947 1.074770 -2.235540 -0.101 0.148 0.355
C 3.182448 0.625114 -1.513821 0.091 0.351 0.000
C 3.966426 1.525791 -0.807442 -0.239 -0.216 -0.260
C 5.112964 1.112191 -0.147958 0.404 -0.165 0.285
C 5.492497 -0.225327 -0.191222 -0.130 0.138 -0.057
O 6.590012 -0.743888 0.412543 -0.226 -0.192 -0.196
C 7.423324 0.111428 1.158507 0.147 0.157 0.132
C 4.704510 -1.133329 -0.906404 0.065 -0.004 0.033
C 3.566599 -0.713390 -1.555979 0.145 0.097 0.139
H 5.221592 2.672556 -3.268935 0.018 0.029 0.005
H 5.150299 4.039548 -4.412060 0.002 0.007 0.017
H 4.907806 4.317994 -2.669705 0.097 -0.019 -0.009
H 3.469519 3.025351 -5.598001 -0.039 0.005 0.028
H 1.849174 3.012740 -4.856962 0.088 -0.057 -0.087
H 2.842640 0.721930 -5.477105 0.084 0.025 0.086
H 3.983393 0.948873 -4.123959 -0.036 -0.023 -0.078
H 1.873675 1.246096 0.206696 -0.012 -0.163 -0.011
H -2.230724 0.503707 -1.413875 0.000 0.021 -0.082
H -4.241801 -0.634882 -0.485594 -0.083 0.073 -0.091
H -4.735414 -3.369172 4.273003 -0.013 0.038 0.257
H -4.737340 -1.927318 5.321259 0.027 -0.014 -0.073
H -7.011829 -2.864675 3.507429 -0.077 -0.093 0.017
H -7.010285 -2.936634 5.279341 -0.013 -0.070 -0.026
H -8.273188 -0.935078 4.442928 0.001 0.047 0.079
H -6.853006 -0.456384 5.381227 -0.045 0.026 0.081
H -6.966720 0.877343 3.290042 0.001 0.027 -0.046
H -7.012674 -0.616191 2.333720 -0.058 0.107 0.017
H -4.719242 0.232837 2.330829 0.007 0.222 0.118
H -4.706102 0.311076 4.106020 0.037 -0.015 -0.092
H -1.886841 -2.377301 2.581927 0.114 -0.051 0.135
H 0.151523 -1.254896 1.671564 0.063 -0.015 0.070
H 1.834069 2.167805 -2.147834 0.044 -0.184 0.083
H 3.691396 2.571233 -0.781137 -0.050 0.136 -0.049
H 5.698663 1.841427 0.388437 0.091 0.031 0.073
H 6.884016 0.569513 1.993554 0.012 -0.008 -0.043
H 7.859692 0.895245 0.531253 -0.033 -0.023 0.023
H 8.219051 -0.520846 1.548240 -0.038 0.089 -0.006
H 5.012948 -2.165833 -0.933875 0.042 -0.146 0.000
H 2.965406 -1.421911 -2.106625 -0.050 -0.124 -0.061


No. 2
65
Properties=species:S:1:pos:R:3:forces:R:3 method="wB97M-V/def2-TZVPD" homo_lumo_gap_ev=6.79 e_homo_ev=-17.1765 multiplicity=1 charge=+3
Ta -1.272834 -0.145026 0.929395 -1.726 -1.275 -1.300
S -2.724445 -1.574807 2.047140 -0.474 -0.415 0.714
C -3.154827 -2.324675 0.512550 -0.070 -0.016 0.030
C -4.006313 -3.393813 0.343935 0.032 0.006 -0.089
C -4.195039 -3.841734 -0.958774 -0.010 -0.025 0.011
C -3.525498 -3.219392 -2.005595 0.028 0.035 -0.018
C -2.688408 -2.155148 -1.728265 0.081 0.035 -0.097
N -2.509974 -1.701648 -0.479200 0.012 0.163 0.169
H -4.497180 -3.860363 1.186599 0.009 0.015 0.008
H -4.856935 -4.675841 -1.152897 0.005 -0.001 -0.004
H -3.647468 -3.554974 -3.025658 -0.011 0.003 0.004
H -2.144660 -1.654005 -2.521271 0.043 -0.038 0.020
C 0.122542 2.670776 3.092962 -0.010 -0.014 -0.062
C -1.328995 2.415226 2.898705 -0.030 -0.042 -0.037
N -1.947416 1.487613 2.131098 -0.027 0.689 0.349
C -3.333443 1.720315 2.273750 0.088 -0.044 -0.019
C -3.520577 2.742801 3.125024 0.021 0.060 0.056
N -2.258681 3.155198 3.497314 -0.037 0.068 -0.006
H 0.725165 2.183773 2.332668 0.008 -0.013 0.004
H 0.440185 2.299929 4.068466 0.020 -0.012 0.001
H 0.315085 3.743338 3.058593 -0.008 -0.001 0.011
H -4.072524 1.104652 1.793361 -0.030 -0.038 0.056
H -4.416482 3.201326 3.507601 -0.007 -0.010 -0.012
H -2.056780 3.922353 4.126162 -0.011 -0.017 0.001
N -1.952308 1.114956 -1.939149 -0.679 -0.110 0.104
N -2.314285 1.315480 -0.534890 0.315 0.429 -0.904
H -2.190251 1.963831 -2.449806 -0.092 -0.038 -0.039
H -2.567051 0.389266 -2.293574 0.015 0.005 -0.027
H -3.332469 1.339730 -0.452100 0.012 0.073 0.217
H -1.996817 2.257933 -0.308276 -0.125 0.015 0.079
C 4.794818 1.280100 -4.447117 -0.042 -0.005 0.062
C 3.667258 0.672522 -3.696515 0.069 0.086 -0.050
C 3.386671 -0.694882 -3.800700 -0.005 -0.008 0.026
C 2.357841 -1.269257 -3.103048 -0.048 0.023 0.004
C 2.111358 -2.743033 -3.250280 0.012 0.012 0.003
C 1.561512 -0.428019 -2.217030 0.060 -0.034 -0.227
C 0.640108 -1.091558 -1.458555 -0.151 0.055 0.422
O -0.047095 -0.591561 -0.455293 0.552 0.507 -0.677
C 1.814822 1.004919 -2.160217 0.015 -0.022 0.082
C 0.946332 1.963831 -1.396856 0.046 0.008 0.056
C 2.857793 1.499027 -2.880618 0.001 -0.040 -0.082
H 5.274042 0.579864 -5.124693 -0.001 -0.004 -0.004
H 5.539000 1.648186 -3.732894 0.009 0.002 -0.020
H 4.447247 2.153785 -5.003179 0.020 -0.002 -0.011
H 4.000996 -1.305845 -4.449002 -0.006 -0.004 0.002
H 2.788451 -3.158355 -3.991546 -0.005 -0.005 -0.002
H 1.092830 -2.952187 -3.581806 0.001 -0.007 0.000
H 2.286918 -3.276675 -2.314047 -0.001 -0.002 -0.013
H 0.450234 -2.149935 -1.604207 0.136 -0.048 -0.078
H 1.130269 1.895735 -0.321742 0.066 -0.047 0.117
H -0.106475 1.761241 -1.596486 0.417 -0.020 0.020
H 1.164662 2.984711 -1.703203 0.090 0.006 0.036
H 3.068356 2.561474 -2.861622 -0.009 -0.007 0.001
N 4.092935 -0.693062 6.020338 -0.014 -0.007 -0.008
C 3.261310 -0.688086 5.228739 -0.024 -0.024 -0.028
C 2.225644 -0.646853 4.234163 0.097 0.002 0.098
C 0.884884 -0.629235 4.628756 -0.017 -0.017 -0.015
C -0.101154 -0.523040 3.673464 0.053 -0.016 -0.131
C 0.200573 -0.456309 2.284834 1.475 0.001 1.146
C 1.569480 -0.540343 1.930406 -0.107 -0.091 0.146
C 2.566219 -0.623119 2.884395 -0.012 -0.010 -0.027
H 0.635866 -0.703608 5.679295 -0.012 0.027 -0.010
H -1.128017 -0.507057 4.020414 -0.027 0.046 0.001
H 1.865521 -0.574556 0.892160 0.030 0.136 -0.040
H 3.607503 -0.685910 2.597810 -0.012 0.022 -0.018


No. 3
73
Properties=species:S:1:pos:R:3:forces:R:3 method="wB97M-V/def2-TZVPD" homo_lumo_gap_ev="7.11 / 7.60" e_homo_ev="-7.8033 / -8.2974" multiplicity=4 charge=0
Co -0.450135 -1.577651 -1.047562 -0.130 -0.434 0.167
B -0.457926 -4.325756 -3.046053 -0.041 -0.055 0.072
N 0.874295 -3.845871 -2.407489 0.123 0.023 -0.137
C 2.047170 -4.473225 -2.517290 0.067 -0.034 0.020
C 3.059728 -3.618639 -2.112615 -0.048 -0.019 0.029
C 2.391172 -2.451195 -1.759410 -0.001 -0.052 0.005
N 1.080019 -2.592919 -1.953328 -0.139 0.158 0.080
N -1.633136 -4.193245 -2.030472 0.023 -0.005 -0.002
C -2.714341 -4.972232 -1.980293 -0.101 -0.098 0.053
C -3.653566 -4.385447 -1.147213 0.022 -0.033 -0.023
C -3.038920 -3.212948 -0.720474 0.060 -0.091 0.020
N -1.823811 -3.112287 -1.259959 0.062 0.366 -0.029
H -0.698809 -3.657235 -4.020300 -0.008 0.121 -0.045
H -0.325382 -5.492867 -3.301112 -0.028 -0.069 -0.066
H 2.078319 -5.482576 -2.887311 0.029 -0.034 -0.017
H 4.113575 -3.823090 -2.065792 0.038 -0.003 0.005
H 2.771015 -1.529568 -1.354364 0.049 0.069 0.003
H -2.741615 -5.888907 -2.542292 -0.018 -0.043 -0.017
H -4.622860 -4.761793 -0.879014 -0.056 -0.023 0.012
H -3.394139 -2.454632 -0.042897 -0.037 0.035 0.004
C 0.420443 -1.188658 3.735166 0.011 -0.038 -0.005
C -0.868729 -1.416192 3.269557 0.056 -0.003 0.092
C -1.121872 -1.435002 1.905661 -0.141 -0.033 -0.107
C -0.117256 -1.245990 0.945627 -0.073 0.032 -0.194
C 1.161302 -1.009501 1.458091 0.131 0.039 -0.099
C 1.439267 -0.974146 2.819015 -0.013 -0.031 0.096
H 0.625806 -1.171979 4.798046 0.005 -0.005 0.022
H -1.675381 -1.584650 3.972912 -0.030 -0.002 0.018
H -2.143171 -1.622687 1.587314 0.019 0.015 0.018
H 1.995299 -0.858107 0.774344 -0.010 -0.004 0.021
H 2.446992 -0.776315 3.159834 0.043 0.010 0.017
C 4.985617 0.619026 -1.496039 -0.019 0.026 0.012
O 3.607482 0.776813 -1.124001 -0.024 -0.005 0.025
C 3.335985 1.851591 -0.361499 -0.063 0.029 -0.022
O 4.161179 2.659399 -0.031871 0.076 -0.009 0.014
C 1.874089 1.952117 -0.060296 -0.058 0.057 0.152
C 1.485899 2.575881 1.052820 0.046 -0.025 -0.136
As -0.289394 3.216374 1.562890 -0.058 0.008 -0.054
C -0.450387 2.178618 3.214922 -0.027 0.000 -0.006
C -1.412834 2.110073 0.409392 0.228 -0.219 -0.223
C -1.032424 1.516698 -0.726297 -0.185 0.131 0.252
As 0.750776 0.966215 -1.296339 0.130 0.202 -0.071
C 0.899366 2.090091 -2.896756 0.052 0.046 -0.013
C -1.994300 0.860552 -1.649842 0.041 0.017 -0.035
O -1.776684 -0.255434 -2.110217 -0.020 -0.055 0.134
O -3.002754 1.609427 -2.033888 -0.025 -0.001 0.156
C -4.026588 0.982883 -2.835968 0.042 0.000 0.004
C -2.823529 1.968007 0.889421 0.019 0.006 -0.217
O -3.498114 0.982762 0.733873 -0.030 0.070 0.002
O -3.219589 3.054241 1.564589 0.001 -0.046 0.052
C -4.526780 2.967755 2.150623 -0.007 -0.003 -0.010
C 2.489204 2.949528 2.106564 0.050 -0.024 -0.011
O 3.161705 2.152558 2.702438 -0.026 0.068 0.003
O 2.438065 4.259883 2.380463 0.010 -0.034 0.028
C 3.316139 4.689464 3.431639 0.006 -0.017 -0.010
H 5.026264 -0.288321 -2.091955 0.001 0.020 0.012
H 5.601113 0.526466 -0.603127 0.007 0.000 -0.029
H 5.315807 1.479342 -2.076615 0.010 -0.028 0.018
H 0.228723 2.610279 3.949914 0.011 -0.025 0.008
H -0.209418 1.130387 3.053047 -0.004 0.066 -0.011
H -1.470068 2.278807 3.585091 0.014 0.014 0.000
H 0.657687 3.129822 -2.683368 0.012 -0.025 -0.005
H 0.224928 1.694649 -3.656605 0.001 0.013 0.020
H 1.918997 2.015289 -3.274686 -0.025 0.002 0.013
H -4.970324 1.367067 -2.459111 0.015 -0.004 -0.047
H -3.974405 -0.097850 -2.735397 -0.038 0.033 -0.021
H -3.875993 1.276988 -3.872765 -0.026 -0.042 0.012
H -4.659312 3.889459 2.709220 -0.001 -0.029 -0.017
H -4.583212 2.101214 2.808011 -0.022 0.026 -0.010
H -5.281101 2.878712 1.370100 0.012 -0.007 0.031
H 3.137973 5.754432 3.544981 0.010 -0.022 -0.004
H 4.350792 4.496819 3.152136 -0.023 0.006 0.017
H 3.086056 4.157250 4.354173 0.024 0.022 -0.022


No. 4
67
Properties=species:S:1:pos:R:3:forces:R:3 method="wB97M-V/def2-TZVPD" homo_lumo_gap_ev="7.47 / 7.60" e_homo_ev="-4.9570 / -5.0891" multiplicity=2 charge=-1
Co 0.203532 0.160332 1.357750 0.031 -0.354 0.379
O 1.690664 -4.469809 4.983644 -0.018 0.023 -0.013
C 1.389016 -3.452833 4.127586 0.016 -0.024 0.012
C 2.205379 -3.138315 3.046155 -0.048 0.024 -0.021
C 1.827653 -2.088924 2.230125 0.069 -0.007 0.018
N 0.723924 -1.396957 2.472148 -0.015 0.265 -0.103
C -0.069768 -1.693426 3.497044 -0.041 -0.027 0.017
C 0.226227 -2.725856 4.364286 -0.028 0.015 -0.059
C -1.293548 -0.779659 3.600037 0.071 -0.012 0.053
O -2.116969 -1.001484 4.479841 0.011 -0.007 0.024
O -1.301338 0.152146 2.726528 0.009 -0.015 -0.244
C 2.610032 -1.597219 1.008753 -0.102 -0.098 -0.044
O 3.645724 -2.201019 0.718378 0.026 0.022 0.033
O 2.067539 -0.610174 0.438964 -0.058 0.225 -0.124
H 2.514194 -4.878547 4.697502 0.005 -0.002 -0.004
H 3.117710 -3.675248 2.816316 0.009 -0.006 0.000
H -0.436287 -2.948156 5.187973 0.003 -0.001 0.012
C 1.713293 1.420618 3.694335 0.056 0.065 -0.042
N 1.426405 1.760270 2.303862 0.058 -0.040 0.189
C 2.672261 1.974150 1.567972 -0.032 -0.015 -0.091
C 0.592935 2.967900 2.214981 0.005 -0.020 -0.023
C -0.305239 2.932077 1.004654 0.014 0.055 -0.014
C -0.886003 4.111432 0.550030 0.051 -0.008 -0.019
C -1.841742 4.080314 -0.455186 -0.034 0.015 -0.016
C -2.222619 2.852207 -0.977106 -0.010 0.015 -0.007
C -1.615896 1.686166 -0.523974 0.068 0.036 0.003
C -0.613754 1.680055 0.452982 0.048 -0.066 -0.028
H 2.248442 2.232891 4.209995 -0.010 0.001 0.011
H 2.334793 0.525314 3.725612 0.010 -0.004 0.005
H 0.778382 1.218423 4.215695 -0.004 0.003 0.019
H 3.226670 2.825064 1.993189 0.002 0.000 -0.002
H 2.438181 2.176878 0.522715 0.008 -0.001 0.007
H 3.286645 1.078611 1.595572 -0.009 0.017 0.005
H 1.230377 3.864942 2.210315 -0.012 0.020 0.066
H -0.027027 3.021831 3.114036 -0.045 -0.091 -0.029
H -0.601887 5.060812 0.996343 0.003 0.005 0.002
H -2.296619 4.997752 -0.810037 0.000 0.002 -0.002
H -2.989805 2.798696 -1.742186 -0.010 0.001 -0.009
H -1.958578 0.753902 -0.953713 -0.014 -0.032 -0.009
C -0.664166 -3.678851 -1.561650 0.024 -0.032 0.042
As -0.763295 -1.825511 -0.908243 -0.128 0.150 0.033
C -2.454866 -2.015728 0.077451 -0.031 -0.015 -0.062
C -1.435352 -1.066203 -2.611016 -0.004 -0.045 -0.032
C -2.619175 -1.558939 -3.159154 -0.002 -0.023 0.019
C -3.127183 -1.064584 -4.348807 -0.020 -0.009 -0.006
C -2.441231 -0.062375 -5.018717 -0.016 0.003 -0.026
C -1.257344 0.424410 -4.490834 0.014 0.034 -0.002
C -0.738577 -0.058539 -3.290342 -0.006 -0.031 0.007
As 0.959489 0.666265 -2.574535 0.014 -0.041 0.055
C 2.060449 0.063030 -4.099386 -0.004 0.004 -0.009
C 0.765874 2.524416 -3.186501 0.014 0.036 -0.021
H -1.610767 -3.995943 -2.000609 0.009 -0.001 0.002
H -0.412378 -4.335192 -0.728466 0.002 0.003 0.005
H 0.123856 -3.748101 -2.310519 0.002 -0.003 0.002
H -3.298399 -2.306402 -0.549881 0.033 -0.019 0.026
H -2.680363 -1.082305 0.592610 0.012 0.016 -0.004
H -2.292998 -2.786231 0.833915 -0.003 0.017 0.010
H -3.165167 -2.343556 -2.646689 0.014 0.017 -0.015
H -4.054105 -1.458124 -4.748583 -0.002 0.002 0.000
H -2.827449 0.339906 -5.947805 0.000 -0.004 -0.003
H -0.731251 1.207479 -5.025342 -0.015 -0.033 0.005
H 1.608440 0.332667 -5.055254 0.004 -0.001 0.000
H 2.180814 -1.018744 -4.048109 0.003 -0.002 0.000
H 3.046175 0.522613 -4.020977 0.005 0.000 0.004
H 0.599942 2.611049 -4.261505 0.010 0.011 0.025
H 1.689969 3.046906 -2.932589 -0.008 -0.016 -0.008
H -0.053838 2.991433 -2.641581 -0.001 0.002 0.004